1.
The following is a DFT calculation (ωB97M-V/def2-TZVPD) of 7 unconnected molecules or ions with the total composition H13O6S.

Computed properties:
- Net charge: -1
- Relative energy (zero: lowest compared OMol25 entry of this formula, charge and spin): 23.7 kcal/mol
- LUMO energy: 3.33 eV

Geometry (Å):
S 0.37 0.89 -0.84
O -0.75 -2.93 -2.44
O 0.09 -0.44 2.83
O -1.11 -1.64 0.39
O -1.65 -3.74 2.51
O -0.71 4.89 -0.28
O 3.46 2.41 -1.54
H 2.64 2.08 -1.14
H 0.89 -0.33 -0.66
H -2.04 -1.51 0.20
H -0.75 -0.83 -0.05
H -0.03 -0.71 1.90
H -1.41 -2.81 2.40
H -0.36 -2.44 -3.17
H 3.24 2.53 -2.47
H -0.79 -0.60 3.17
H -0.26 4.98 0.57
H -0.44 3.99 -0.51
H -0.85 -4.22 2.29
H -0.27 -2.61 -1.67



2.
The following is a DFT calculation (ωB97M-V/def2-TZVPD) of a single C2H3N2OP molecule.

Computed properties:
- Relative energy (zero: lowest compared OMol25 entry of this formula, charge and spin): 36.3 kcal/mol
- LUMO energy: 0.59 eV

Geometry (Å):
P -2.11 -0.47 0.16
O 0.13 0.95 -0.34
N 0.66 -0.81 0.78
N 1.81 -0.09 0.62
C -0.31 -0.12 0.34
C 1.46 0.93 -0.12
H -2.07 -0.14 -1.22
H 2.06 1.66 -0.48
H -1.62 -1.91 0.26



3.
The following is a DFT calculation (ωB97M-V/def2-TZVPD) of a single C22H26N2O3 molecule.

Computed properties:
- Relative energy (zero: lowest compared OMol25 entry of this formula, charge and spin): 47.3 kcal/mol
- LUMO energy: 0.74 eV

Geometry (Å):
O -4.65 -1.87 0.50
O -5.26 0.60 0.13
O 1.91 0.83 -1.53
N 6.03 0.44 -0.55
N 0.42 1.83 -0.18
C 4.10 -2.98 0.60
C 2.69 1.43 0.67
C -2.32 -1.49 -0.16
C 3.51 -1.74 0.70
C -2.99 1.17 -0.53
C -0.62 1.73 -1.20
C 5.54 -0.79 -0.23
C -3.62 -1.08 0.07
C -1.36 -0.58 -0.58
C 6.13 -2.05 -0.33
C 5.07 1.38 -0.27
C 0.03 2.50 1.04
C -3.96 0.28 -0.12
C 1.65 1.33 -0.45
C 4.24 -0.62 0.29
C -5.67 1.93 -0.05
C 0.22 4.01 0.96
C -1.68 0.75 -0.77
C -4.48 -3.93 -0.80
C -4.47 -3.27 0.57
C 3.96 0.78 0.25
C 5.39 -3.13 0.09
H -6.73 1.96 0.19
H 2.86 2.48 0.91
H 1.27 4.26 0.79
H -5.53 2.26 -1.09
H -3.55 -3.52 1.12
H -0.35 -0.92 -0.77
H -1.05 2.71 -1.38
H 5.25 2.42 -0.47
H 2.30 0.93 1.55
H 6.92 0.63 -0.97
H 5.81 -4.12 0.02
H -1.03 2.27 1.21
H -0.36 4.44 0.15
H -3.23 2.21 -0.69
H 0.59 2.10 1.89
H 7.13 -2.17 -0.72
H -4.41 -5.01 -0.68
H -0.09 4.48 1.90
H -5.32 -3.61 1.16
H -3.66 -3.58 -1.41
H 2.51 -1.63 1.09
H -5.13 2.62 0.61
H 3.55 -3.86 0.91
H -0.12 1.37 -2.11
H -2.04 -2.52 -0.02
H -5.41 -3.70 -1.31



4.
The following is a DFT calculation (ωB97M-V/def2-TZVPD) of a molecular structure, C2HO3Tm.

Computed properties:
- Net charge: +3
- Expectation value of S²: 3.7517
- Spin multiplicity: 4
- LUMO energy (alpha / beta): -17.35 / -17.30 eV

Geometry (Å):
Tm -1.57 2.76 0.33
O -0.69 0.59 -0.06
O 1.18 -1.24 -0.28
O -1.67 -1.42 -0.74
C 1.57 -0.13 0.11
C -0.96 -0.58 -0.41
H 2.14 0.04 1.05



5.
The following is a DFT calculation (ωB97M-V/def2-TZVPD) of 2 unconnected molecules or ions with the total composition C4H8N2.

Computed properties:
- Net charge: +2
- Relative energy (zero: lowest compared OMol25 entry of this formula, charge and spin): 139.7 kcal/mol
- LUMO energy: -12.15 eV

Geometry (Å):
N -0.63 1.87 -0.44
N -1.05 -0.13 -0.29
C 0.03 0.70 -0.17
C -1.25 -1.52 -0.05
C -1.55 1.11 0.18
C 2.70 -0.06 0.04
H -0.25 -2.00 -0.14
H 3.61 0.22 -0.34
H -1.76 -1.94 -0.84
H -2.28 1.38 0.96
H -0.35 2.82 -0.38
H -1.79 -1.73 0.90
H 2.13 -0.80 -0.51
H 2.43 0.08 1.08



6.
The following is a DFT calculation (ωB97M-V/def2-TZVPD) of a molecular structure, C43H43CuF3GeN5O5Sb.

Computed properties:
- Expectation value of S²: 0.7606
- Spin multiplicity: 2
- Relative energy (zero: lowest compared OMol25 entry of this formula, charge and spin): 43.0 kcal/mol
- LUMO energy (alpha / beta): 0.11 / -1.87 eV

Geometry (Å):
Sb 0.86 -2.86 0.17
Ge 3.59 1.34 -2.17
Cu -0.56 0.29 0.12
F 4.80 -4.74 4.68
F -2.40 -8.22 -0.04
F 4.29 -3.85 -5.00
O -1.12 -1.35 -0.68
O -4.54 2.66 1.32
O -3.71 0.83 2.05
O 1.37 -0.14 0.82
O 2.32 1.85 0.55
N -2.48 2.03 0.75
N -0.07 2.23 -0.35
N -3.63 1.84 1.40
N -2.97 4.27 0.14
N -0.97 3.29 -0.37
C 4.91 5.54 -0.34
C 4.14 -3.86 -2.65
C 0.00 2.71 -3.93
C 5.44 3.35 -1.16
C 3.67 -5.25 2.68
C -1.69 -7.07 -0.02
C -0.49 0.49 -3.17
C -1.27 -6.51 -1.21
C 6.02 1.77 -5.66
C -0.64 -5.33 1.23
C -0.53 -5.34 -1.16
C 5.05 -0.41 -5.72
C 2.60 -2.69 2.69
C 3.74 -0.03 0.49
C 1.29 2.59 -3.47
C -2.18 3.19 0.19
C 3.56 -3.65 -3.89
C 3.45 -3.07 3.71
C 2.29 -3.57 1.67
C 0.81 0.38 -2.69
C 4.42 -0.17 -4.51
C -1.38 -6.50 1.21
C 3.92 -0.27 -1.00
C -3.45 -1.01 -1.09
C 3.97 -4.35 3.69
C -2.65 -1.96 1.10
C 4.10 3.10 -1.43
C 1.71 1.43 -2.82
C 2.25 -3.23 -4.01
C 4.59 1.04 -3.86
C 3.38 -3.65 -1.51
C 3.57 5.29 -0.58
C 5.85 0.56 -6.30
C 3.17 4.08 -1.13
C -2.38 -1.88 -0.40
C -0.90 1.66 -3.78
C 5.85 4.56 -0.63
C 5.39 2.01 -4.45
C 2.06 -3.25 -1.61
C 2.82 -4.85 1.66
C 1.50 -3.03 -2.87
C -0.20 -4.75 0.05
C 2.38 0.62 0.66
H -1.54 -6.98 -2.14
H 2.16 -1.70 2.68
H 0.78 2.37 0.26
H -4.44 -1.26 -0.72
H 5.17 -4.17 -2.60
H 4.51 0.65 0.85
H -1.73 -6.96 2.12
H 5.52 2.97 -3.95
H 6.89 4.74 -0.43
H 6.64 2.53 -6.10
H 0.29 2.04 -1.29
H 3.22 -1.04 -1.32
H -3.42 -1.15 -2.16
H -2.54 -0.98 1.55
H 3.78 -0.97 1.03
H 3.84 -3.79 -0.54
H -1.91 1.76 -4.15
H 1.84 -3.05 -5.00
H -3.22 0.03 -0.87
H -2.64 5.13 -0.25
H -1.95 -2.66 1.57
H 4.91 -1.36 -6.22
H 3.79 -0.92 -4.07
H 3.70 -2.40 4.52
H -2.42 -2.91 -0.81
H 2.12 3.89 -1.31
H -0.32 3.62 -4.42
H -3.89 4.17 0.58
H -1.17 -0.34 -3.06
H 5.22 6.48 0.08
H -3.67 -2.31 1.28
H -0.39 -4.88 2.18
H 2.00 3.39 -3.61
H 4.09 -6.24 2.70
H 2.83 6.04 -0.34
H 0.48 -2.68 -2.95
H 2.57 -5.54 0.87
H -0.68 4.18 -0.75
H 1.10 -0.53 -2.18
H 4.93 -0.64 -1.21
H 6.18 2.58 -1.38
H -0.20 -4.89 -2.09
H 6.34 0.37 -7.24



E_tot (computed, eV): -23333.4231; -16436.8725; -32358.7758; -37720.8278; -7231.4747; -178818.1291